The following is a DFT calculation (wB97M-V/def2-TZVPD) of a cluster of 2 separate species, C6H16NO in total at a distorted geometry.

XYZ file:
```
24
Properties=species:S:1:pos:R:3:forces:R:3
C 1.236 -1.285 1.719 -1.179 -0.429 -0.042
C 0.869 -0.708 0.334 1.053 -0.311 1.036
C 0.159 0.634 0.509 -0.284 -0.416 -0.157
C -1.324 0.496 0.754 0.130 0.040 -0.026
C -2.206 0.263 -0.204 -0.892 -0.985 0.037
C -3.698 0.126 -0.005 0.359 1.099 -0.217
N 2.141 -0.451 -0.455 -0.072 -0.361 0.364
H 2.241 -1.108 2.094 0.049 0.087 -0.101
H 0.504 -0.879 2.401 0.121 0.599 0.483
H 0.941 -2.330 1.810 0.746 -0.314 -0.366
H 0.388 -1.534 -0.174 -0.643 0.520 -0.585
H 0.325 1.278 -0.346 0.031 0.116 -0.302
H 0.636 1.087 1.378 -0.009 0.281 -0.068
H -1.668 0.610 1.776 -0.045 0.117 -0.009
H -1.952 -0.008 -1.226 0.661 0.548 -0.010
H -4.143 -0.343 -0.859 -0.218 -0.563 -0.337
H -4.147 1.123 0.000 0.005 0.039 0.195
H -3.990 -0.377 0.896 -0.042 -0.278 0.486
H 2.711 0.239 0.038 -0.060 0.100 -0.132
H 1.937 -0.072 -1.401 0.300 0.084 0.339
H 2.696 -1.305 -0.487 0.022 -0.009 -0.277
H 2.288 2.213 -2.579 -0.300 -0.270 0.546
H 2.123 1.025 -3.444 -0.352 -0.207 0.444
O 1.932 1.307 -2.527 0.619 0.513 -1.300
```
Positions in Å, forces in eV/Å.

- Largest force on an atom: 1.528 eV/Å
- 2S+1: 1
- Relative energy (zero: lowest compared OMol25 entry of this formula, charge and spin): 1.070 eV
- Total energy: -367.94313 hartree
- Net charge: +1
- Orbital gap: 9.44 eV

The following is a DFT calculation (wB97M-V/def2-TZVPD) of a cluster of 2 separate species, C6H16NO in total at a distorted geometry.

XYZ file:
```
24
Properties=species:S:1:pos:R:3:forces:R:3
C -0.239 1.771 0.605 0.827 0.409 -0.440
O 0.090 1.404 1.949 -1.190 -0.644 -0.377
C -0.839 0.500 0.120 0.629 -0.805 1.345
C -0.057 -0.709 -0.041 -0.141 -0.727 0.475
C 0.389 -1.019 -1.512 -0.110 0.288 -0.839
C -0.829 -1.152 -2.447 0.659 0.451 0.433
C -1.688 -2.372 -2.182 -0.360 0.052 0.049
N 3.068 2.214 3.572 -0.081 -0.801 -0.089
H 0.703 1.959 0.090 0.025 0.106 0.014
H -0.860 2.659 0.588 -0.276 -0.065 -0.235
H -0.770 1.222 2.376 0.589 0.261 0.445
H -1.919 0.373 0.205 -0.092 0.208 -0.459
H -0.664 -1.556 0.290 -0.167 0.009 -0.153
H 0.853 -0.727 0.569 0.042 0.621 -0.114
H 1.006 -1.916 -1.554 -0.091 -0.054 0.496
H 1.044 -0.195 -1.803 -0.118 -0.002 -0.188
H -1.380 -0.212 -2.281 -0.302 -0.218 -0.549
H -0.453 -1.174 -3.471 -0.087 0.115 0.014
H -1.099 -3.290 -2.166 0.078 0.044 0.048
H -2.239 -2.287 -1.244 0.066 -0.109 0.092
H -2.445 -2.494 -2.956 0.037 0.057 -0.051
H 2.633 2.962 3.067 -0.079 0.511 0.012
H 3.346 2.519 4.488 0.193 0.420 0.171
H 2.349 1.522 3.739 -0.053 -0.128 -0.100
```
Positions in Å, forces in eV/Å.

- Largest force on an atom: 1.689 eV/Å
- 2S+1: 1
- Relative energy (zero: lowest compared OMol25 entry of this formula, charge and spin): 3.871 eV
- Total energy: -367.84018 hartree
- Net charge: +1
- Orbital gap: 5.21 eV

The following is a DFT calculation (wB97M-V/def2-TZVPD) of a cluster of 2 separate species, C6H16NO in total at a distorted geometry.

XYZ file:
```
24
Properties=species:S:1:pos:R:3:forces:R:3
C 0.339 1.842 0.468 0.196 1.217 -0.092
C -2.727 0.254 -0.478 0.288 -0.557 0.536
C 2.030 -0.697 -1.215 2.139 0.012 1.857
C 1.750 -0.490 1.131 -3.817 -5.775 1.460
C 0.093 0.608 -0.305 -5.266 -2.100 0.653
C -1.684 -0.242 0.529 1.935 -0.183 -5.593
N 0.935 -0.586 -0.149 1.872 0.532 -0.764
O -1.450 -1.614 0.306 0.362 -0.149 0.493
H 0.294 1.542 1.524 0.466 0.602 -0.171
H -0.461 2.646 0.353 0.992 -1.255 -0.263
H 1.325 2.280 0.160 -0.741 -0.002 0.653
H -2.571 -0.263 -1.514 -0.197 1.318 1.771
H -3.708 -0.066 -0.064 0.288 0.457 -0.563
H -2.631 1.359 -0.459 -0.531 -0.619 -0.636
H 1.658 -0.264 -2.059 -0.880 0.924 -2.533
H 3.030 -0.169 -0.948 -2.118 -0.361 0.038
H 2.391 -1.704 -1.391 -0.680 -0.426 0.150
H 1.033 -0.846 1.964 1.114 0.906 -0.994
H 2.548 -1.230 1.157 -0.015 0.190 -0.438
H 2.058 0.444 1.296 1.258 3.424 0.350
H -0.458 0.583 -1.285 1.384 0.420 0.714
H -1.819 -0.018 1.526 0.022 0.641 2.164
H 0.147 -1.349 -0.274 1.687 0.449 0.973
H -2.119 -2.017 -0.274 0.242 0.337 0.234
```
Positions in Å, forces in eV/Å.

- Largest force on an atom: 7.075 eV/Å
- 2S+1: 1
- Relative energy (zero: lowest compared OMol25 entry of this formula, charge and spin): 3.903 eV
- Total energy: -367.83902 hartree
- Net charge: +1
- Orbital gap: 10.37 eV

The following is a DFT calculation (wB97M-V/def2-TZVPD) of a cluster of 2 separate species, C6H16NO in total at a distorted geometry.

XYZ file:
```
24
Properties=species:S:1:pos:R:3:forces:R:3
C 0.470 1.459 0.957 -1.218 1.424 0.667
C 1.269 0.307 0.464 4.313 -0.471 -1.288
C 0.495 -0.961 0.165 -0.885 3.577 -2.630
C 0.257 -1.233 -1.115 1.415 -0.298 -0.232
C -0.334 -1.513 1.183 -0.662 -0.794 2.435
C 0.486 -2.570 1.874 1.731 -2.203 0.527
N -0.714 1.612 -0.037 1.281 -1.973 -2.302
H 0.898 2.509 1.197 -0.339 -2.075 -0.792
H 0.082 1.020 1.866 -0.721 0.830 0.447
H 2.042 0.020 1.289 -1.094 0.788 -1.360
H 1.900 0.574 -0.515 -1.209 -0.473 2.144
H -0.046 -2.188 -1.423 -1.479 -1.143 -0.136
H 0.672 -0.710 -1.949 0.705 0.565 -0.175
H -0.722 -0.785 1.912 0.508 0.173 -0.049
H -1.246 -1.880 0.784 -0.684 -0.778 -0.540
H 0.485 -2.500 2.988 -0.564 -0.509 -0.815
H 0.156 -3.661 1.462 1.262 2.584 1.247
H 1.614 -2.321 1.662 -1.952 -1.064 0.097
H -1.238 2.456 -0.204 -0.018 0.852 0.636
H -1.405 0.841 0.092 0.633 0.617 -0.023
H -0.304 1.408 -1.045 -1.146 0.432 2.088
H -1.875 1.389 -3.274 1.172 1.741 0.678
H -0.712 2.479 -3.361 0.408 0.162 -0.890
O -1.396 2.142 -2.799 -1.455 -1.964 0.263
```
Positions in Å, forces in eV/Å.

- Largest force on an atom: 4.527 eV/Å
- 2S+1: 1
- Relative energy (zero: lowest compared OMol25 entry of this formula, charge and spin): 2.775 eV
- Total energy: -367.88049 hartree
- Net charge: +1
- Orbital gap: 10.04 eV

The following is a DFT calculation (wB97M-V/def2-TZVPD) of a cluster of 2 separate species, C6H16NO2 in total at a distorted geometry.

XYZ file:
```
25
Properties=species:S:1:pos:R:3:forces:R:3
C 1.506 1.547 -0.590 -1.015 -0.019 -1.568
O 1.281 0.946 0.595 1.025 -0.235 -0.057
C 1.094 0.607 -1.763 -0.877 3.548 -1.763
C -0.398 0.332 -1.710 -1.532 0.086 -0.540
C -0.803 -1.116 -1.426 4.970 0.653 4.103
C -1.406 -1.359 -0.056 -2.458 -0.798 0.602
N -0.580 -1.071 1.139 0.487 2.516 -0.819
C -1.486 -0.392 2.117 1.641 1.636 -1.604
H 2.391 2.136 -0.936 1.093 -0.985 0.992
H 0.847 2.379 -0.583 -1.454 1.372 -0.808
H 1.611 -0.288 -1.708 1.218 -1.739 0.166
H 1.308 1.075 -2.825 -0.026 -0.647 1.893
H -0.966 0.931 -1.019 0.471 0.620 1.024
H -0.949 0.671 -2.612 0.682 -0.388 -0.230
H -1.260 -1.421 -2.277 -1.646 -2.079 -2.025
H 0.235 -1.634 -1.150 -1.865 0.386 -1.611
H -2.430 -0.883 0.069 0.824 0.155 -0.395
H -1.702 -2.418 0.012 0.208 -0.094 -0.177
H 0.048 -0.153 0.861 -0.547 -2.347 0.433
H -2.272 -0.961 2.532 -1.018 -1.089 0.158
H -0.895 -0.002 2.972 -0.234 0.051 -0.674
H -1.893 0.421 1.431 -0.199 -0.205 1.797
H 2.258 0.726 1.699 -0.798 -0.125 -0.215
H 2.037 -0.431 2.624 -2.495 -4.894 -0.106
O 2.424 0.359 2.608 3.547 4.620 1.422
```
Positions in Å, forces in eV/Å.

- Largest force on an atom: 6.478 eV/Å
- 2S+1: 1
- Relative energy (zero: lowest compared OMol25 entry of this formula, charge and spin): 2.781 eV
- Total energy: -443.36328 hartree
- Net charge: -1
- Orbital gap: 7.66 eV

The following is a DFT calculation (wB97M-V/def2-TZVPD) of a cluster of 4 separate species, C6H16NO4 in total at a distorted geometry.

XYZ file:
```
27
Properties=species:S:1:pos:R:3:forces:R:3
C 2.251 0.988 0.504 -2.940 -1.264 -0.651
O 2.238 0.245 1.586 0.709 -1.775 1.885
C 0.712 1.479 0.371 1.627 -1.762 -1.675
C 0.145 1.206 -1.080 -0.760 5.343 0.592
C -0.788 0.075 -1.054 1.178 -0.201 -0.665
C -1.887 0.095 -0.320 -1.521 -3.366 -1.285
N -2.768 -1.093 -0.185 1.384 -1.199 -0.851
C -2.524 -2.206 -0.812 -2.341 0.876 2.053
H 2.650 0.484 -0.466 -0.901 0.067 0.425
H 2.895 1.803 0.567 1.306 2.296 0.210
H 0.630 2.472 0.729 0.194 1.436 -0.335
H 0.077 0.924 1.079 0.686 -0.289 -0.205
H -0.477 2.284 -1.175 1.151 -2.730 -0.610
H 0.957 1.257 -1.874 -1.120 -0.471 1.046
H -0.358 -0.805 -1.577 -0.974 0.199 0.570
H -2.352 0.906 0.187 0.112 0.677 0.224
H -1.849 -2.491 -1.564 1.670 0.569 -1.001
H -3.151 -3.115 -0.601 0.072 1.141 0.243
H 1.768 -2.215 -1.220 0.494 0.357 -0.005
H 0.712 -2.821 -0.389 0.525 -0.142 -0.120
O 1.179 -2.965 -1.243 -0.860 -0.217 0.076
H 1.723 -2.515 1.869 0.939 -0.207 0.614
H 1.169 -1.034 1.528 1.161 -1.945 -0.458
O 1.058 -2.104 1.349 -1.624 2.364 -0.226
H -1.553 2.413 0.847 -0.784 2.895 1.256
H -0.783 3.385 1.638 0.552 0.525 0.525
O -1.675 3.349 1.306 0.064 -3.179 -1.630
```
Positions in Å, forces in eV/Å.

- Largest force on an atom: 5.429 eV/Å
- 2S+1: 1
- Relative energy (zero: lowest compared OMol25 entry of this formula, charge and spin): 2.050 eV
- Total energy: -593.82374 hartree
- Net charge: -1
- Orbital gap: 6.87 eV

The following is a DFT calculation (wB97M-V/def2-TZVPD) of the molecule C6H16NOP at a distorted geometry.

XYZ file:
```
25
Properties=species:S:1:pos:R:3:forces:R:3
C 2.725 -0.551 -0.550 0.126 5.743 -1.125
C 1.552 0.254 0.091 -1.047 -2.184 -0.159
C 1.494 0.119 1.585 -1.859 2.123 0.597
P 0.035 -0.401 -0.687 -0.613 0.054 -5.735
N -0.056 -2.042 -0.342 0.412 -0.414 0.005
O -0.096 -0.314 -2.760 0.578 -0.069 6.622
C -1.432 0.347 0.072 -1.879 -2.469 0.677
C -2.640 -0.311 -0.672 2.509 0.245 1.364
C -1.565 1.800 -0.197 0.052 2.791 1.912
H 2.328 -0.965 -1.433 0.201 -0.596 -1.404
H 3.532 0.275 -0.796 -1.188 -2.160 0.327
H 3.057 -1.258 0.104 1.143 -1.884 1.746
H 1.387 1.272 -0.073 0.764 1.927 -1.120
H 0.436 0.503 2.016 2.757 -1.110 -0.601
H 2.353 0.633 2.003 -0.221 0.826 0.264
H 1.780 -0.852 1.786 -0.460 -2.503 1.066
H 0.830 -2.487 -0.155 0.505 0.354 0.855
H -0.230 -2.520 -1.208 -0.998 0.008 -0.754
H -1.623 -0.023 1.167 0.978 1.074 -1.744
H -2.513 -0.403 -1.668 1.036 0.097 -3.572
H -2.969 -1.237 -0.409 -0.270 -2.909 1.532
H -3.445 0.273 -0.572 -3.063 2.524 0.699
H -0.879 2.282 -0.832 1.434 -0.155 -1.270
H -1.457 2.486 0.682 -0.154 -0.910 -0.069
H -2.491 2.124 -0.633 -0.744 -0.402 -0.112
```
Positions in Å, forces in eV/Å.

- Largest force on an atom: 6.648 eV/Å
- SMILES: CC(C)P(N)(=O)C(C)C
- 2S+1: 1
- Relative energy (zero: lowest compared OMol25 entry of this formula, charge and spin): 4.406 eV
- Total energy: -709.40576 hartree
- Orbital gap: 9.16 eV

The following is a DFT calculation (wB97M-V/def2-TZVPD) of a structure of composition C6H16NOPRu at a distorted geometry.

XYZ file:
```
26
Properties=species:S:1:pos:R:3:forces:R:3
Ru 0.162 0.086 0.013 -5.018 -0.251 0.153
H 0.769 2.263 0.324 0.386 0.898 -0.997
H 0.889 2.470 -0.419 0.024 0.158 1.062
P -0.342 -0.233 -2.248 -0.862 -0.226 -3.364
C 1.005 -1.159 -3.106 0.405 -0.223 1.092
H 0.747 -1.305 -4.177 -0.018 0.214 0.715
H 1.950 -0.592 -2.992 -0.463 -0.357 -0.264
H 1.104 -2.129 -2.581 0.087 0.317 -0.538
C -1.879 -1.136 -2.709 0.026 0.116 1.001
H -2.744 -0.564 -2.336 0.230 -0.264 -0.235
H -1.968 -1.317 -3.796 0.317 0.305 0.498
H -1.833 -2.092 -2.162 -0.174 0.235 -0.331
C -0.358 1.378 -3.143 -0.049 -0.047 0.669
H 0.629 1.841 -2.960 -0.439 -0.017 -0.330
H -0.585 1.288 -4.221 0.232 -0.116 0.549
H -1.130 1.974 -2.629 0.221 0.090 -0.528
C 1.942 -0.280 -0.065 12.022 -0.992 -0.782
O 3.110 -0.460 -0.172 -5.802 0.398 0.567
H -0.741 1.082 -0.907 -0.461 0.565 0.133
H -0.423 -1.412 -0.189 -0.280 -0.877 -0.125
C -0.021 0.033 4.609 -0.156 -0.081 -0.082
C -0.110 0.029 3.153 -0.010 0.490 -0.995
N -0.164 0.121 1.992 -0.205 -0.240 2.607
H -0.906 0.561 5.009 0.345 -0.223 -0.154
H 0.899 0.556 4.922 -0.326 -0.171 -0.206
H -0.002 -1.003 4.979 -0.031 0.301 -0.113
```
Positions in Å, forces in eV/Å.

- Largest force on an atom: 12.088 eV/Å
- Expectation value of S²: 6.02
- 2S+1: 5
- Total energy: -803.57148 hartree
- Net charge: +2
- Orbital gap (alpha / beta): 8.14 / 7.33 eV

The following is a DFT calculation (wB97M-V/def2-TZVPD) of the molecule C6H16NPS at a distorted geometry.

XYZ file:
```
25
Properties=species:S:1:pos:R:3:forces:R:3
C 0.674 2.654 0.328 -0.550 1.940 0.105
C 0.840 1.188 0.489 0.857 -2.758 -0.059
C 2.138 0.541 -0.233 -1.264 1.676 -0.602
P -0.703 0.500 -0.232 -4.294 0.643 2.990
N -0.457 0.826 -1.808 -0.184 -4.041 -1.796
S -2.735 1.372 0.552 3.571 -1.332 -1.254
C -0.719 -1.336 0.079 0.788 0.765 0.427
C -1.632 -2.169 -0.851 3.828 -1.014 -0.807
C -1.041 -1.594 1.578 -1.112 0.424 1.506
H -0.345 3.045 0.632 0.853 -0.748 -0.656
H 1.299 3.112 1.058 0.912 0.771 0.273
H 0.949 3.040 -0.698 -0.305 -0.516 1.066
H 0.985 0.784 1.532 -0.869 0.969 -0.700
H 1.884 -0.514 -0.481 0.704 0.909 -0.292
H 2.991 0.570 0.449 -0.172 -0.051 -0.016
H 2.386 1.231 -1.120 -0.330 -1.599 0.999
H -0.983 0.303 -2.528 0.329 -0.067 1.007
H -0.501 1.714 -2.127 0.053 3.723 -0.535
H 0.384 -1.416 -0.025 -0.696 -1.209 -0.467
H -2.619 -1.910 -0.737 -2.348 0.706 0.315
H -1.316 -2.081 -1.925 -0.397 0.038 0.865
H -1.482 -3.242 -0.585 -0.244 0.712 -0.167
H -1.788 -0.772 1.951 1.432 -1.475 -0.460
H -0.167 -1.717 2.295 -0.738 0.761 -1.141
H -1.555 -2.576 1.740 0.177 0.774 -0.599
```
Positions in Å, forces in eV/Å.

- Largest force on an atom: 5.272 eV/Å
- SMILES: CC(C)P(N)(=S)C(C)C
- 2S+1: 1
- Relative energy (zero: lowest compared OMol25 entry of this formula, charge and spin): 0.433 eV
- Total energy: -1032.46749 hartree
- Orbital gap: 8.27 eV